A single C4H4OS molecule in a non-equilibrium geometry. Source: OMol25; level of theory: ωB97M-V with the def2-TZVPD basis set.

SMILES: OCC#CC=S
HOMO in eV: -9.0
Kohn-Sham gap in eV: 8.0898
Largest force on an atom in eV/A: 1.53
Total charge: 0
ΔE to the lowest compared entry with this formula, charge and spin in eV: 2.778

Last column: natural (NBO) charge in e.
Positions of all 10 atoms, in Å:
O (1.843, -0.148, 1.423)  -0.6944
C (1.081, 0.894, 0.816)  -0.1477
C (0.080, 0.404, -0.120)  0.0638
C (-0.713, 0.013, -0.925)  -0.0847
C (-1.661, -0.857, -1.544)  -0.3391
S (-2.998, -1.485, -0.898)  0.0991
H (1.350, -0.631, 2.066)  0.4726
H (1.867, 1.395, 0.218)  0.2198
H (0.538, 1.553, 1.514)  0.2011
H (-1.387, -1.137, -2.548)  0.2095